{
  "formula": "C4H9NSi",
  "method": "the ωB97M-V functional and the def2-TZVPD basis",
  "elements": ["C", "H", "C", "H", "Si", "H", "H", "H", "H", "N", "H", "C", "H", "H", "C"],
  "positions_angstrom": [[-0.41030, 1.89648, 2.43243], [2.60787, 0.59863, -4.00426], [1.67075, -0.11482, -2.04636], [-0.47353, 1.33700, 3.32484], [0.06742, -0.57012, -1.08201], [-0.74725, 1.86338, -0.68955], [-1.64661, 0.71037, 0.20793], [-0.04838, 1.33576, 1.71409], [0.48449, -2.92620, -0.41129], [0.01752, -2.26747, -0.99892], [-0.79102, -2.76116, -1.48142], [2.02771, 0.17309, -3.13741], [-1.44364, 2.15515, 2.24349], [0.09580, 2.75866, 2.51780], [-0.72275, 0.87726, -0.36746]],
  "forces_ev_per_a": [[-3.7, 0.3, 2.6], [-1.2, -0.9, 1.3], [-3.3, -1.4, 3.2], [0.4, -0.5, 1.3], [1.4, 3.0, 0.0], [0.8, 1.6, -1.0], [0.4, -0.3, -0.1], [1.7, -2.6, -3.5], [0.4, 0.1, 0.3], [-2.5, -0.7, -1.1], [1.5, 1.1, 1.0], [3.0, 2.0, -4.1], [-0.3, 0.1, -0.5], [2.0, 3.0, 0.6], [-0.6, -4.6, -0.2]],
  "e_above_lowest_kcal_mol": 110.05,
  "smiles": "C#C[Si](=C)N.C",
  "total_energy_ev": -13657.545,
  "orbital_gap_ev": 8.434,
  "spin_multiplicity": 1,
  "mol_weight_g_mol": 99.21
}